Density functional theory data (ωB97M-V/def2-TZVPD) for a 3-piece molecular cluster, CH7N2OPS overall.

ORCA input file:
```
! RIJCOSX wB97M-V def2-TZVPD def2/J DEFGRID3
* xyz 0 1
N 1.971 -1.251 -0.605
P 2.003 0.008 0.510
S 3.384 1.150 -0.122
H 1.525 -2.219 -0.516
H 2.704 -1.165 -1.334
C -0.337 -3.706 0.904
O 0.436 -3.758 0.001
H -1.046 -4.486 0.815
H -0.358 -2.815 1.561
N 1.758 3.797 -0.787
H 0.872 3.830 -0.442
H 2.341 4.455 -0.228
H 2.077 2.872 -0.815
*
```

Properties
Electronic energy = -26301.5398 eV
HOMO-LUMO gap = 8.464 eV
SMILES = NP=S.C=O.N
LUMO = -0.35 eV
Energy above the lowest of the compared OMol25 structures with the same formula, charge and spin = 187.69 kJ/mol

natural (NBO) atomic charge list, values in e, 2 entries: -1.183, 0.847